Record 1
This record from the OMol25 dataset describes the ion C7H18NOSi with charge +1. The level of theory is wB97M-V/def2-TZVPD.

Atoms and positions in Å:
1 H 0.63863 -1.28854 -3.34913
2 C -2.63506 2.07100 2.17350
3 H 2.60061 -2.86852 -1.91775
4 C -1.32951 -0.08857 1.93692
5 H 1.05968 -3.19045 -1.60285
6 H -0.05026 2.24056 1.26457
7 C -0.78226 1.82526 0.61545
8 Si 1.72883 -1.06838 -0.49110
9 H -2.55054 0.70486 0.49198
10 H 2.63201 1.01076 -1.53437
11 H -0.43952 0.14226 2.33834
12 H -3.63373 1.60456 2.64830
13 C 2.60464 0.62599 -0.54287
14 H -1.33070 -1.00518 -0.19555
15 O 0.44197 -0.68574 0.47607
16 C -0.83328 -1.07841 0.82170
17 N -1.92796 1.12850 1.25056
18 H -3.18596 2.81534 1.57873
19 H -1.00099 2.60432 -0.02430
20 H -1.90574 2.33185 2.92760
21 C 1.68210 -2.39807 -1.88912
22 H 3.64591 0.70793 -0.10097
23 H 2.13016 -0.79186 -3.37635
24 H -0.80298 -1.98336 1.39127
25 H -2.03720 -0.66473 2.49862
26 C 1.58218 -1.69787 -3.27512
27 H 2.05362 1.40960 -0.01939
28 H 1.64537 -2.41311 -4.09471

Properties
E_HOMO (spin up / spin down) ... -10.810 / -9.022 eV
ΔE to the lowest compared entry with this formula, charge and spin ... 603.7 kJ/mol
Charge ... +1
LUMO energy (spin up / spin down) ... -0.1502 / -0.1860 Ha
Gap between HOMO and LUMO (spin up / spin down) ... 6.7219 / 3.9591 eV

---

Record 2
This record from the OMol25 dataset describes a cluster of 2 separate species, C7H18O5Si in total. The level of theory is wB97M-V/def2-TZVPD.

Atoms and positions in Å:
1 H -1.44228 2.35143 2.22788
2 C -0.92578 1.86490 1.44539
3 O -2.05426 -1.10948 -0.30409
4 O 1.53759 -1.79171 -0.59837
5 H -2.91968 -2.13170 1.30421
6 H -1.12175 -1.86728 1.39022
7 Si 1.52177 -0.55212 0.52372
8 C 2.37840 -1.21564 2.18409
9 H 3.48891 -1.09819 2.22975
10 H 3.13463 2.56428 -0.62577
11 O -1.86050 0.82284 1.10074
12 C -1.33833 0.13360 0.02137
13 C -2.13870 1.31064 -1.93164
14 H 0.06701 1.45420 1.67853
15 H 1.35685 -1.91357 -2.62281
16 C 2.13425 1.95728 -0.57422
17 H -1.57661 1.67515 -2.80097
18 H -2.68552 2.13125 -1.59444
19 H -2.74118 0.38618 -2.22275
20 H 1.39039 2.59776 -0.14301
21 O 2.28101 0.87905 0.21787
22 H 1.80724 1.65352 -1.59000
23 O -1.06385 0.90072 -1.13103
24 H -0.54878 2.43587 0.64275
25 H 2.03558 -0.79387 3.14880
26 H -0.09468 -2.50272 -1.45030
27 H -1.84486 -3.08001 0.34216
28 H 0.29348 -0.88723 -2.00983
29 C -1.96364 -2.03664 0.71929
30 H 2.13657 -2.32424 2.14746
31 C 0.75672 -1.81428 -1.72501

Properties
E_HOMO (spin up / spin down) ... -7.243 / -7.242 eV
LUMO energy (spin up / spin down) ... 0.0197 / 0.0197 Ha
Gap between HOMO and LUMO (spin up / spin down) ... 7.7789 / 7.7786 eV

---

Record 3
This record from the OMol25 dataset describes a structure of composition C7H19AgClO6P. The level of theory is wB97M-V/def2-TZVPD.

Atoms and positions in Å:
1 H -3.05261 -0.45765 0.67660
2 C 2.58913 -3.67376 2.16149
3 Cl -0.72157 0.57995 -2.94633
4 H -0.85612 1.41809 -0.50572
5 H -2.85819 2.42966 -1.85581
6 H 0.21730 0.03064 -0.79628
7 C -0.72775 2.54170 1.90897
8 H 3.57545 -4.10611 2.32983
9 Ag -2.13874 0.32357 -4.59604
10 C -2.60863 0.14635 -0.11470
11 O -3.61121 1.05180 -0.45367
12 C 3.21369 0.40972 0.42249
13 H 2.69067 -2.79614 2.79991
14 P 1.75206 -1.77616 0.52825
15 O 0.65714 -1.27024 1.38569
16 H 1.36940 -0.00371 -2.21587
17 C 0.66764 -0.55977 -1.59423
18 H -2.97582 0.77499 -2.42751
19 O -1.75087 1.77299 1.25018
20 H 2.28451 0.89189 0.11880
21 H -0.24819 -0.87986 -2.09111
22 O 2.16309 -3.30669 0.82335
23 H -1.11098 3.25180 2.64178
24 H 0.15046 1.94216 2.14854
25 C -1.35164 0.87073 0.29613
26 O 3.17172 -1.02627 0.58992
27 O 1.37893 -1.73179 -1.09582
28 H -0.40745 3.30247 1.19712
29 H -2.40641 -0.64117 -0.84066
30 H -4.39123 1.70673 -2.20093
31 C -3.42085 1.50230 -1.74851
32 H 3.61607 0.88481 1.31718
33 H -0.63922 0.13141 0.66214
34 H 1.85135 -4.34582 2.59979
35 H 3.92901 0.61128 -0.37488

Properties
E_HOMO ... -8.819 eV
ΔE to the lowest compared entry with this formula, charge and spin ... 441.1 kJ/mol
LUMO energy ... -0.0608 Ha
Gap between HOMO and LUMO ... 7.1645 eV

---

Record 4
This record from the OMol25 dataset describes a structure of composition C7H19AlFNO3P. The level of theory is wB97M-V/def2-TZVPD.

Atoms and positions in Å:
1 H 0.65879 -0.28339 6.80393
2 H 1.20496 2.41962 -2.68322
3 O -1.05795 0.29654 3.59021
4 Al 0.20587 -0.01542 -2.75911
5 H -0.00853 0.38302 1.09140
6 H 1.35716 1.69246 -1.08056
7 C 0.07381 -0.66723 1.34972
8 H 0.00827 0.08735 -4.35624
9 H -0.06454 1.06369 5.89781
10 F 1.06093 -1.49684 -2.41880
11 H 3.27512 -0.60912 -1.30855
12 H -2.83194 1.48933 -3.09090
13 H 2.77929 0.42413 -3.23340
14 C 1.42144 1.49549 -2.14858
15 C 0.02160 -0.01976 5.96349
16 H -3.02819 1.89635 -1.36197
17 O 0.65227 -0.54883 4.80185
18 C -3.01870 1.09773 -2.09569
19 N 2.83929 1.12136 -2.49907
20 O 0.66302 -0.84101 2.66257
21 H 0.74621 -1.15709 0.65020
22 P -1.77525 -0.16837 -1.50859
23 H -2.09742 -2.28388 -2.80105
24 H -0.96507 -0.45892 6.10265
25 H -3.60891 -1.69762 -2.09333
26 C -0.01781 -0.30621 3.65933
27 C -2.54213 -1.82404 -1.92245
28 H -0.90305 -1.13597 1.29932
29 C 3.51859 0.45411 -1.38909
30 H 3.26667 0.92194 -0.44135
31 H 4.59803 0.53343 -1.52689
32 H -4.00801 0.64658 -2.06439
33 H -2.42380 -2.50941 -1.08925

Properties
E_HOMO ... -3.643 eV
Charge ... -1
LUMO energy ... 0.1018 Ha
Gap between HOMO and LUMO ... 6.4146 eV